1.
Density functional theory data (ωB97M-V with the def2-TZVPD basis set) for C5H5ClFN in the gas phase.

Calculated values
* DFT total energy: -808.207885 Eh
* energy above the lowest of the compared OMol25 structures with the same formula, charge and spin: 264.0 kJ/mol
* LUMO energy: 0.2 eV
* SMILES: FN1CC=CC=C1Cl
* HOMO level: -8.94 eV

Cartesian coordinates (Å):
1 F 1.149 1.867 -0.853
2 N 0.925 1.077 0.307
3 C -0.481 1.040 0.651
4 C -1.414 0.126 -0.060
5 C -0.895 -1.014 -0.560
6 C 0.501 -1.285 -0.447
7 C 1.343 -0.341 -0.004
8 Cl 3.066 -0.615 0.199
9 H -0.765 2.043 0.561
10 H -0.626 0.763 1.760
11 H -2.435 0.389 -0.024
12 H -1.372 -1.896 -0.920
13 H 1.006 -2.155 -0.611

2.
Density functional theory data (ωB97M-V with the def2-TZVPD basis set) for a molecular structure, C18H19BeNO2.

Calculated values
* DFT total energy: -917.266803 Eh
* energy above the lowest of the compared OMol25 structures with the same formula, charge and spin: 65.6 kJ/mol
* LUMO energy: -1.4 eV
* HOMO level: -8.35 eV

Cartesian coordinates (Å):
1 C -1.063 -1.453 -2.425
2 C -2.956 -1.032 0.427
3 C -0.770 -2.696 -2.001
4 H -0.348 -0.928 -3.035
5 C -2.026 -1.695 1.143
6 H -3.810 -0.594 0.963
7 H 0.013 -3.181 -2.581
8 H -2.144 -1.721 2.237
9 C -1.025 -3.281 -0.671
10 H -0.266 -4.062 -0.572
11 H -2.005 -3.747 -0.631
12 C -2.023 -0.452 -1.850
13 H -2.489 0.251 -2.560
14 H -1.420 0.193 -1.196
15 C -3.163 -1.104 -1.065
16 H -3.264 -2.143 -1.405
17 H -4.120 -0.589 -1.280
18 C -0.819 -2.379 0.583
19 H -0.504 -3.040 1.396
20 H 0.009 -1.655 0.490
21 Be 0.968 1.834 -0.789
22 H 1.219 1.046 -1.710
23 O -0.159 1.529 2.386
24 C 0.429 1.744 1.361
25 O -0.060 2.272 0.214
26 C 1.940 1.548 1.198
27 C 2.772 1.112 2.209
28 C 4.101 0.820 1.883
29 C 4.541 0.767 0.539
30 C 5.835 0.353 0.135
31 C 6.179 0.272 -1.199
32 C 5.215 0.536 -2.188
33 C 3.926 0.928 -1.830
34 C 3.616 1.171 -0.480
35 N 2.412 1.706 -0.077
36 H 2.352 1.107 3.224
37 H 4.806 0.628 2.686
38 H 6.561 0.119 0.903
39 H 7.194 0.003 -1.502
40 H 5.491 0.450 -3.242
41 H 3.146 1.040 -2.588

3.
Density functional theory data (ωB97M-V with the def2-TZVPD basis set) for a molecular structure, C25H40BeN5S5Se.

Calculated values
* DFT total energy: -5657.499682 Eh
* LUMO energy: -2.3 eV
* total charge: +1
* HOMO level: -9.86 eV

Cartesian coordinates (Å):
1 Be 0.051 0.212 3.034
2 C -0.950 2.011 4.660
3 C 0.302 1.408 5.291
4 N 0.497 0.048 4.733
5 C -0.399 -0.996 5.309
6 C -0.923 -1.856 4.161
7 N -1.274 -0.958 3.038
8 C -2.545 -0.203 3.205
9 C -2.302 1.219 2.715
10 N -0.972 1.655 3.215
11 H -1.851 1.617 5.131
12 H -0.954 3.090 4.808
13 H 1.176 2.000 5.015
14 H 0.223 1.398 6.380
15 H 1.461 -0.227 4.901
16 H 0.134 -1.620 6.025
17 H -1.215 -0.509 5.844
18 H -0.121 -2.508 3.811
19 H -1.765 -2.472 4.481
20 H -1.328 -1.506 2.183
21 H -3.356 -0.657 2.637
22 H -2.834 -0.219 4.256
23 H -2.246 1.211 1.627
24 H -3.102 1.897 3.018
25 H -0.683 2.458 2.665
26 C -4.367 2.416 -4.138
27 C -3.448 1.481 -3.357
28 C -3.693 0.022 -3.731
29 C -2.971 -0.990 -2.842
30 N -1.526 -0.964 -3.001
31 C -0.629 -0.336 -2.194
32 Se -1.000 0.581 -0.651
33 N 0.608 -0.561 -2.695
34 C 1.862 -0.107 -2.115
35 C 2.511 1.015 -2.926
36 C 1.987 2.403 -2.553
37 C 2.455 2.850 -1.170
38 C 0.513 -1.381 -3.813
39 C 1.485 -1.949 -4.622
40 C 1.050 -2.796 -5.628
41 C -0.309 -3.049 -5.829
42 C -1.278 -2.466 -5.029
43 C -0.840 -1.638 -4.006
44 H -4.172 3.459 -3.888
45 H -5.412 2.202 -3.908
46 H -4.225 2.295 -5.214
47 H -3.613 1.611 -2.286
48 H -2.404 1.745 -3.549
49 H -3.400 -0.145 -4.772
50 H -4.763 -0.190 -3.655
51 H -3.305 -2.000 -3.086
52 H -3.184 -0.794 -1.792
53 H 2.527 -0.972 -2.057
54 H 1.645 0.220 -1.101
55 H 2.347 0.830 -3.990
56 H 3.589 0.981 -2.753
57 H 0.893 2.411 -2.589
58 H 2.338 3.119 -3.299
59 H 2.069 2.195 -0.385
60 H 2.116 3.863 -0.951
61 H 3.547 2.839 -1.117
62 H 2.536 -1.736 -4.478
63 H 1.778 -3.273 -6.270
64 H -0.609 -3.713 -6.628
65 H -2.330 -2.651 -5.199
66 C 3.301 -3.255 1.646
67 S 2.869 -2.659 3.306
68 C 3.541 -1.033 3.227
69 C 2.947 0.014 2.621
70 S 1.479 -0.026 1.650
71 S 3.792 1.540 2.733
72 C 5.146 0.992 3.693
73 S 6.339 1.968 4.206
74 S 5.067 -0.716 4.032
75 H 2.872 -4.251 1.556
76 H 4.382 -3.305 1.544
77 H 2.863 -2.588 0.907

4.
Density functional theory data (ωB97M-V with the def2-TZVPD basis set) for 2 unconnected molecules or ions with the total composition C4H15N2O.

Calculated values
* DFT total energy: -345.919202 Eh
* energy above the lowest of the compared OMol25 structures with the same formula, charge and spin: 69.6 kJ/mol
* LUMO energy: -2.9 eV
* total charge: +1
* HOMO level: -14.07 eV

Cartesian coordinates (Å):
1 C 1.062 0.214 2.266
2 C 0.796 1.549 1.611
3 N -0.255 1.432 0.547
4 C -0.411 2.642 -0.288
5 H 1.483 -0.496 1.557
6 H 1.762 0.362 3.083
7 H 0.150 -0.217 2.675
8 H 0.455 2.304 2.319
9 H 1.684 1.953 1.133
10 H -1.138 1.219 1.013
11 H -0.058 0.581 -0.061
12 H -0.525 3.518 0.341
13 H -1.271 2.523 -0.936
14 H 0.479 2.765 -0.897
15 N 0.052 -0.796 -1.190
16 C -0.870 -1.924 -1.111
17 O -0.280 -3.007 -1.782
18 H 0.983 -1.184 -1.042
19 H 0.084 -0.459 -2.150
20 H -1.045 -2.151 -0.053
21 H -1.819 -1.634 -1.562
22 H -0.876 -3.766 -1.751

5.
Density functional theory data (ωB97M-V with the def2-TZVPD basis set) for 15 unconnected molecules or ions with the total composition C17H34Cl28NO.

Calculated values
* DFT total energy: -13683.404783 Eh
* LUMO energy: 1.7 eV
* total charge: -1
* HOMO level: -1.99 eV

Cartesian coordinates (Å):
1 N -0.899 2.308 -3.265
2 C -0.256 3.229 -2.667
3 C 0.492 3.044 -1.348
4 C 0.932 1.592 -1.151
5 O 0.854 1.260 0.312
6 H -0.716 1.458 -2.701
7 H -0.207 4.210 -3.158
8 H -0.152 3.347 -0.503
9 H 1.320 3.793 -1.351
10 H 2.013 1.539 -1.359
11 H 0.356 0.456 0.344
12 C -1.217 2.089 2.243
13 Cl -2.365 0.776 1.924
14 Cl -1.955 3.691 2.012
15 H -0.892 2.030 3.275
16 H -0.387 1.980 1.535
17 C -4.270 -2.767 1.470
18 Cl -5.870 -3.494 1.236
19 Cl -3.726 -1.841 0.075
20 H -4.323 -2.104 2.326
21 H -3.563 -3.569 1.648
22 C -4.812 6.032 2.405
23 Cl -6.547 5.675 2.356
24 Cl -4.232 6.768 0.910
25 H -4.636 6.725 3.219
26 H -4.276 5.101 2.556
27 C 3.492 -1.303 -3.814
28 Cl 2.445 0.099 -3.717
29 Cl 4.176 -1.748 -2.228
30 H 2.895 -2.144 -4.141
31 H 4.321 -1.114 -4.486
32 C -0.747 1.946 -6.389
33 Cl -2.108 2.379 -7.450
34 Cl -0.019 0.394 -6.854
35 H 0.010 2.714 -6.491
36 H -1.096 1.892 -5.359
37 C 2.460 -5.440 -2.595
38 Cl 0.740 -5.861 -2.704
39 Cl 3.060 -4.698 -4.076
40 H 2.576 -4.723 -1.789
41 H 3.025 -6.343 -2.403
42 C -1.535 -7.703 -4.827
43 Cl -2.445 -8.905 -3.893
44 Cl -1.090 -8.302 -6.428
45 H -2.154 -6.822 -4.946
46 H -0.629 -7.470 -4.283
47 C 0.461 6.924 -5.036
48 Cl 0.728 6.968 -3.290
49 Cl -0.350 5.454 -5.580
50 H -0.161 7.771 -5.303
51 H 1.427 6.977 -5.524
52 C 1.539 2.222 6.273
53 Cl 1.937 0.497 6.256
54 Cl 1.185 2.856 4.663
55 H 0.664 2.363 6.895
56 H 2.385 2.765 6.675
57 C -1.097 -8.116 -0.469
58 Cl -2.018 -6.612 -0.534
59 Cl -0.426 -8.430 1.140
60 H -1.759 -8.933 -0.729
61 H -0.274 -8.040 -1.169
62 C 5.437 -2.114 6.592
63 Cl 3.715 -2.401 6.324
64 Cl 6.284 -1.644 5.115
65 H 5.537 -1.311 7.313
66 H 5.881 -3.030 6.963
67 C 1.707 5.709 8.979
68 Cl 3.248 5.039 8.430
69 Cl 0.315 4.780 8.410
70 H 1.700 5.700 10.062
71 H 1.619 6.717 8.594
72 C -5.370 -6.164 4.693
73 Cl -5.216 -4.619 5.541
74 Cl -4.554 -6.156 3.130
75 H -4.924 -6.935 5.310
76 H -6.423 -6.355 4.526
77 C 3.887 3.620 -5.601
78 Cl 2.743 2.498 -6.342
79 Cl 3.252 4.334 -4.113
80 H 4.791 3.073 -5.362
81 H 4.088 4.419 -6.304

6.
Density functional theory data (ωB97M-V with the def2-TZVPD basis set) for 13 unconnected molecules or ions with the total composition H26O13.

Calculated values
* DFT total energy: -993.505960 Eh
* energy above the lowest of the compared OMol25 structures with the same formula, charge and spin: 701.7 kJ/mol
* LUMO energy: -0.8 eV
* HOMO level: -9.90 eV

Cartesian coordinates (Å):
1 H -0.838 -0.323 -0.971
2 H -0.286 -1.286 -0.044
3 H -0.552 0.916 1.313
4 H 0.148 -0.332 1.938
5 H 0.698 2.115 -4.416
6 H -0.486 1.723 -5.457
7 H 0.571 1.731 4.966
8 H 0.754 1.444 3.394
9 H 2.672 -1.452 1.558
10 H 3.172 -0.319 0.624
11 H -0.429 -2.935 1.679
12 H -1.024 -4.184 2.181
13 H -3.083 1.807 -0.542
14 H -3.943 0.879 0.099
15 H -0.888 1.266 -1.868
16 H -1.810 1.698 -3.133
17 H -2.897 -4.236 0.461
18 H -3.764 -3.321 1.347
19 H 2.593 -2.880 -0.664
20 H 3.231 -3.337 -2.008
21 H 3.266 -1.095 -1.433
22 H 4.054 0.032 -1.447
23 H -1.938 4.295 1.495
24 H -1.394 2.946 1.934
25 H 0.895 1.855 -1.316
26 H 2.180 1.823 -0.595
27 O -0.848 -0.530 0.014
28 O -0.343 0.510 2.144
29 O 0.315 2.265 -5.352
30 O 0.183 1.918 4.124
31 O 3.443 -1.146 0.993
32 O -1.205 -3.263 1.977
33 O -3.794 1.188 -0.768
34 O -1.727 1.123 -2.295
35 O -2.915 -3.599 1.185
36 O 3.387 -3.218 -1.113
37 O 3.134 -0.204 -1.459
38 O -1.968 3.648 2.254
39 O 1.434 2.479 -0.799

7.
Density functional theory data (ωB97M-V with the def2-TZVPD basis set) for C21H25N3O5 in the gas phase.

Calculated values
* DFT total energy: -1355.633653 Eh
* energy above the lowest of the compared OMol25 structures with the same formula, charge and spin: 437.1 kJ/mol
* LUMO energy: -0.5 eV
* SMILES: CCN(CC)CCOC(=O)c1ccc(NC(=O)c2cccc(C)c2[N+](=O)[O-])cc1
* HOMO level: -8.40 eV

Cartesian coordinates (Å):
1 C -3.893 -1.363 1.531
2 C -5.365 -1.759 1.493
3 N -6.041 -1.240 0.316
4 C -7.268 -1.953 0.012
5 C -7.738 -1.718 -1.420
6 C -6.209 0.203 0.329
7 C -5.594 0.875 -0.908
8 O -4.179 0.751 -0.942
9 C -3.480 1.575 -0.152
10 O -3.985 2.434 0.534
11 C -2.023 1.320 -0.220
12 C -1.169 2.108 0.548
13 C 0.195 1.901 0.531
14 C 0.726 0.888 -0.265
15 N 2.092 0.613 -0.348
16 C 3.105 1.154 0.377
17 O 2.986 2.025 1.211
18 C 4.483 0.644 0.028
19 C 5.460 1.624 -0.132
20 C 6.773 1.279 -0.383
21 C 7.140 -0.054 -0.447
22 C 6.206 -1.063 -0.255
23 C 6.602 -2.504 -0.309
24 C 4.877 -0.693 -0.027
25 N 3.921 -1.764 0.167
26 O 3.070 -1.902 -0.692
27 O 4.041 -2.462 1.142
28 C -0.128 0.096 -1.037
29 C -1.488 0.307 -1.014
30 H -3.423 -1.604 0.581
31 H -3.763 -0.301 1.719
32 H -3.387 -1.909 2.324
33 H -5.424 -2.849 1.448
34 H -5.860 -1.436 2.427
35 H -8.081 -1.683 0.711
36 H -7.068 -3.021 0.134
37 H -8.064 -0.692 -1.569
38 H -6.929 -1.936 -2.113
39 H -8.574 -2.377 -1.641
40 H -5.733 0.635 1.213
41 H -7.271 0.478 0.362
42 H -5.939 0.397 -1.824
43 H -5.861 1.938 -0.905
44 H -1.598 2.887 1.161
45 H 0.849 2.510 1.132
46 H 2.316 -0.149 -0.983
47 H 5.163 2.658 -0.049
48 H 7.516 2.049 -0.520
49 H 8.168 -0.322 -0.639
50 H 6.415 -2.988 0.648
51 H 7.659 -2.598 -0.545
52 H 6.030 -3.037 -1.069
53 H 0.290 -0.694 -1.645
54 H -2.147 -0.307 -1.608

8.
Density functional theory data (ωB97M-V with the def2-TZVPD basis set) for 6 unconnected molecules or ions with the total composition C24H56N3O24P6.

Calculated values
* DFT total energy: -4965.644156 Eh
* LUMO energy: -1.6 eV
* total charge: -1
* HOMO level: -5.32 eV

Cartesian coordinates (Å):
1 C 2.563 3.117 5.113
2 C 1.684 1.820 5.607
3 P 1.121 0.980 3.965
4 C 0.615 -0.845 4.337
5 C -0.376 1.921 3.290
6 C -0.896 1.083 1.998
7 N -1.369 0.560 1.020
8 C -1.563 2.235 4.323
9 C -2.867 2.562 3.393
10 N -3.760 2.868 2.623
11 C -2.031 1.011 5.254
12 O -1.335 0.903 6.526
13 N -2.181 0.953 7.584
14 O -1.685 1.564 8.486
15 C -1.344 3.622 5.163
16 O -0.675 4.622 4.677
17 O -1.918 3.817 6.430
18 H 2.049 3.639 4.222
19 H 2.627 3.799 6.037
20 H 3.570 2.699 4.764
21 H 2.342 1.099 6.236
22 H 0.812 2.262 6.204
23 H -0.035 -0.951 5.270
24 H 1.630 -1.392 4.482
25 H 0.148 -1.294 3.382
26 H -0.026 2.943 2.860
27 H -3.146 1.219 5.516
28 H -2.032 -0.015 4.721
29 C -0.048 6.285 -2.636
30 O -0.804 7.057 -1.717
31 P -0.866 6.503 -0.087
32 O -1.193 5.069 -0.517
33 O -2.257 7.358 0.121
34 C -3.293 7.215 -0.840
35 O -0.851 6.046 1.568
36 C -2.067 5.630 2.172
37 H 0.155 6.898 -3.517
38 H 0.901 5.974 -2.191
39 H -0.619 5.412 -2.953
40 H -3.248 6.260 -1.360
41 H -3.222 8.031 -1.568
42 H -4.254 7.290 -0.328
43 H -2.628 4.950 1.529
44 H -2.678 6.501 2.422
45 H -1.822 5.111 3.103
46 C 0.458 -4.491 -4.697
47 O 1.128 -3.769 -3.676
48 P 0.176 -3.198 -2.359
49 O -0.891 -2.619 -3.294
50 O 1.327 -2.061 -2.054
51 C 1.807 -1.266 -3.130
52 O -0.719 -2.719 -0.974
53 C -0.885 -1.331 -0.713
54 H 1.204 -5.039 -5.278
55 H -0.251 -5.202 -4.266
56 H -0.057 -3.803 -5.367
57 H 1.079 -1.179 -3.940
58 H 2.734 -1.705 -3.517
59 H 2.028 -0.267 -2.748
60 H -1.139 -0.776 -1.619
61 H 0.022 -0.924 -0.265
62 H -1.697 -1.218 0.004
63 C 5.699 -7.654 -7.714
64 O 6.334 -6.889 -6.702
65 P 5.334 -6.238 -5.462
66 O 4.318 -5.695 -6.473
67 O 6.489 -5.104 -5.162
68 C 7.031 -4.374 -6.254
69 O 4.384 -5.674 -4.147
70 C 4.229 -4.276 -3.967
71 H 6.460 -8.242 -8.232
72 H 4.959 -8.331 -7.280
73 H 5.225 -6.994 -8.442
74 H 6.343 -4.317 -7.100
75 H 7.967 -4.846 -6.573
76 H 7.252 -3.360 -5.913
77 H 4.026 -3.766 -4.912
78 H 5.122 -3.857 -3.498
79 H 3.386 -4.113 -3.295
80 C 2.046 -6.137 8.728
81 O 2.886 -6.155 7.584
82 P 2.522 -5.041 6.323
83 O 1.036 -5.411 6.334
84 O 3.335 -6.010 5.269
85 C 3.041 -7.400 5.252
86 O 2.262 -3.864 5.100
87 C 1.866 -4.296 3.810
88 H 2.561 -6.650 9.543
89 H 1.830 -5.110 9.033
90 H 1.119 -6.672 8.521
91 H 2.032 -7.617 5.608
92 H 3.771 -7.930 5.875
93 H 3.135 -7.760 4.225
94 H 1.090 -5.063 3.858
95 H 2.732 -4.672 3.260
96 H 1.471 -3.433 3.271
97 C -6.566 6.230 -6.935
98 O -7.059 5.662 -5.732
99 P -5.971 5.573 -4.400
100 O -4.855 4.979 -5.265
101 O -6.889 4.363 -3.764
102 C -7.261 3.276 -4.600
103 O -4.953 5.578 -3.018
104 C -4.530 4.337 -2.473
105 H -7.418 6.500 -7.563
106 H -5.978 7.127 -6.726
107 H -5.963 5.500 -7.475
108 H -6.561 3.125 -5.424
109 H -8.265 3.456 -4.999
110 H -7.286 2.369 -3.992
111 H -4.215 3.638 -3.250
112 H -5.332 3.899 -1.876
113 H -3.683 4.528 -1.812

- Which formula does entry 3 have?
  C25H40BeN5S5Se